(1)
Density functional theory data (ωB97M-V with the def2-TZVPD basis set) for a 2-piece molecular cluster, C5H16N3 overall.

The calculation puts the HOMO energy at -11.53 eV. The calculation puts the frontier orbital gap at 0.2914 hartree. Its LUMO energy is -3.60 eV. The value obtained for the energy relative to the best compared isomer or geometry (same formula, charge and spin) is 46.3 kcal per mole.

```
! wB97M-V def2-TZVPD RIJCOSX def2/J DEFGRID3
* xyz 1 1
C -1.9232 -1.9707 -0.2193
C -1.8861 -0.4578 -0.3515
N -2.8965 -0.0362 -1.3910
C -3.0303 1.4645 -1.4805
H -1.6625 -2.3705 -1.2050
H -1.2033 -2.3529 0.4963
H -2.9233 -2.3313 0.0247
H -2.0904 0.1198 0.5459
H -0.9244 -0.1505 -0.7597
H -3.8038 -0.4604 -1.1987
H -2.5895 -0.4009 -2.2986
H -3.1773 1.8621 -0.4833
H -3.8889 1.6893 -2.1073
H -2.1222 1.8457 -1.9356
C 1.0451 -0.0552 1.3796
N 2.4578 0.1825 1.5951
C 3.2037 0.6703 0.5481
N 4.4209 0.3457 0.3783
H 0.5825 -0.2990 2.3352
H 0.6017 0.8827 1.0353
H 0.8381 -0.8540 0.6580
H 2.9527 -0.5607 2.0808
H 2.6742 1.3770 -0.0972
H 4.7795 0.8948 -0.3994
*
```

=====

(2)
Density functional theory data (ωB97M-V with the def2-TZVPD basis set) for C24H34MnN2O2 as an isolated structure at a distorted geometry.

The calculation puts the HOMO energy (spin up / spin down) at -7.37 / -7.59 eV. The calculation puts the frontier orbital gap (spin up / spin down) at 0.2750 / 0.2796 hartree. Its LUMO energy (spin up / spin down) is 0.11 / 0.02 eV. The value obtained for the energy relative to the best compared isomer or geometry (same formula, charge and spin) is 11.1 kcal per mole.

```
! wB97M-V def2-TZVPD RIJCOSX def2/J DEFGRID3
* xyz 0 2
Mn -0.0118 0.5573 0.6441
C 1.0105 1.6596 2.3209
C -0.3581 1.5325 2.7067
C -0.6471 0.1683 2.8167
C 0.5501 -0.5680 2.5422
C 1.5712 0.3597 2.2713
C 3.0340 0.0680 2.1635
C 0.7297 -2.0321 2.7896
C -1.9248 -0.4214 3.3273
C -1.3079 2.6559 2.9896
C 1.7775 2.9363 2.1720
H 3.5282 0.7189 1.4427
H 3.2287 -0.9587 1.8588
H 3.5092 0.2250 3.1363
H -0.1062 -2.6153 2.4012
H 0.8013 -2.2242 3.8649
H 1.6426 -2.4103 2.3282
H -2.5792 -0.7758 2.5229
H -2.4860 0.3155 3.9016
H -1.7201 -1.2746 3.9767
H -2.0454 2.7659 2.1963
H -0.7751 3.6033 3.0723
H -1.8331 2.4844 3.9331
H 2.6448 2.8010 1.5234
H 2.1426 3.2933 3.1398
H 1.1573 3.7234 1.7372
C 2.7356 1.6030 -2.3571
C 1.5842 1.4628 -1.4162
N 1.4352 0.4457 -0.6377
O 2.4454 -0.5089 -0.7072
C 0.5277 2.4452 -1.2902
C 0.2814 3.6497 -2.1270
N -0.3148 2.0874 -0.3468
O -1.3566 2.7502 -0.0750
H 3.6065 1.0777 -1.9769
H 2.9787 2.6551 -2.5014
H 2.4843 1.1753 -3.3330
H 1.9668 -1.3250 -0.4951
H 1.0287 3.7439 -2.9157
H 0.2891 4.5592 -1.5209
H -0.7091 3.5870 -2.5856
C -3.3089 -1.8058 -0.8150
C -1.9737 -1.2089 -1.2807
C -2.2816 -0.0889 -2.3014
C -1.3190 -0.4905 -0.1289
C -1.0894 -2.2729 -1.9395
C 0.1523 -1.9140 -2.4640
C 0.9698 -2.8387 -3.0964
C 0.5548 -4.1597 -3.2326
C -0.6789 -4.5319 -2.7243
C -1.4917 -3.5977 -2.0835
H -3.9277 -1.0132 -0.3924
H -3.1620 -2.5697 -0.0477
H -3.8586 -2.2519 -1.6479
H -2.9522 0.6537 -1.8635
H -2.7566 -0.5322 -3.1802
H -1.3706 0.4243 -2.6120
H -2.1443 -0.0154 0.4320
H 0.4697 -0.8870 -2.3852
H 1.9324 -2.5246 -3.4856
H 1.1838 -4.8861 -3.7347
H -1.0208 -5.5557 -2.8227
H -2.4425 -3.9295 -1.6872
*
```

=====

(3)
Density functional theory data (ωB97M-V with the def2-TZVPD basis set) for an isolated ion of composition C3H6N and charge +1 at a distorted geometry.

The calculation puts the HOMO energy at -17.51 eV. The calculation puts the frontier orbital gap at 0.4987 hartree. The SMILES is CC#[N+]C. Its LUMO energy is -3.94 eV. The value obtained for the energy relative to the best compared isomer or geometry (same formula, charge and spin) is 9.0 kcal per mole.

```
! wB97M-V def2-TZVPD RIJCOSX def2/J DEFGRID3
* xyz 1 1
C -2.0200 0.0177 0.0247
C -0.4658 0.0651 -0.0967
N 0.6880 0.1023 -0.0689
C 2.0189 -0.0004 0.0469
H -2.4758 -0.2852 -1.0494
H -2.2400 -0.8647 0.7260
H -2.4502 0.9422 0.3999
H 2.1537 -1.0128 -0.3132
H 2.4139 0.6842 -0.7145
H 2.3773 0.3516 1.0452
*
```

=====

(4)
Density functional theory data (ωB97M-V with the def2-TZVPD basis set) for a 4-piece molecular cluster, C17H39FIO16P3 overall at a distorted geometry.

The calculation puts the HOMO energy at -9.93 eV. The calculation puts the frontier orbital gap at 0.2704 hartree. The SMILES is C[C@@H](F)C[C@](O)(C[C@@H]1CO1)OC(=O)I.COP(=O)(OC)OC.COP(=O)(OC)OC.COP(=O)(OC)OC. Its LUMO energy is -2.57 eV.

```
! wB97M-V def2-TZVPD RIJCOSX def2/J DEFGRID3
* xyz 0 1
C -4.8617 1.7050 2.5519
C -4.8112 2.4778 1.2336
F -4.4915 3.8068 1.5928
C -3.7097 2.0526 0.2890
C -3.8656 0.6521 -0.3232
O -3.0199 0.6316 -1.4054
C -5.3263 0.3853 -0.6635
C -5.4827 -0.9796 -1.3581
C -6.7459 -1.7240 -0.9659
O -5.3028 -2.0601 -0.5503
O -3.4828 -0.2995 0.7336
C -2.3576 -0.9608 0.4781
O -2.2795 -1.8934 -0.2397
I -0.5574 -0.3265 1.4438
H -5.1017 2.4223 3.3305
H -5.6196 0.9293 2.5175
H -3.8686 1.3156 2.7497
H -5.7875 2.5478 0.7623
H -2.7300 2.1579 0.7478
H -3.7455 2.7318 -0.5626
H -3.1458 -0.1586 -1.9478
H -5.7439 1.1099 -1.3562
H -5.9317 0.2196 0.2197
H -5.1873 -1.0648 -2.4015
H -6.8921 -2.6629 -1.4828
H -7.0939 -1.7632 0.0570
C -3.7235 -1.9073 -8.2494
O -3.2429 -2.0683 -6.9093
P -3.2111 -0.7320 -5.9911
O -4.5724 -0.1802 -6.0158
O -2.1786 0.1009 -6.9573
C -0.9799 -0.5081 -7.4572
O -2.6083 -0.1099 -4.6077
C -1.2064 -0.3244 -4.3036
H -4.5815 -2.5628 -8.3773
H -4.0113 -0.8832 -8.4681
H -2.9318 -2.2125 -8.9344
H -0.9448 -0.3663 -8.5364
H -0.9392 -1.5760 -7.2445
H -0.1135 -0.0221 -7.0098
H -0.5982 0.4308 -4.7979
H -0.8881 -1.3196 -4.6094
H -1.0735 -0.2292 -3.2286
C 2.4693 -0.9485 -0.7668
O 3.4643 0.0550 -0.5583
P 4.9715 -0.3133 -1.0487
O 4.8611 -0.6768 -2.4676
O 5.1365 -1.6119 -0.0612
C 4.7741 -1.5207 1.3258
O 6.5276 0.1397 -0.9121
C 7.0874 0.4433 0.3846
H 1.6852 -0.5242 -1.3913
H 2.8667 -1.8427 -1.2394
H 2.0470 -1.2175 0.1993
H 4.1036 -2.3459 1.5658
H 4.2718 -0.5830 1.5576
H 5.6683 -1.6040 1.9410
H 7.4105 -0.4776 0.8677
H 6.3781 0.9657 1.0241
H 7.9531 1.0818 0.2306
C 6.7367 0.9139 7.0636
O 5.6885 -0.0553 6.9767
P 4.7186 0.0056 5.6276
O 5.8122 -0.0252 4.6106
O 4.2667 1.5440 6.0491
C 3.6165 1.7967 7.3009
O 3.5404 0.0254 4.4361
C 2.1501 0.1936 4.7821
H 7.6801 0.3766 7.1373
H 6.7625 1.5796 6.2075
H 6.5858 1.5013 7.9710
H 4.1465 2.6003 7.8102
H 3.6103 0.9198 7.9483
H 2.5891 2.1123 7.1172
H 1.9253 1.2546 4.8924
H 1.8910 -0.3360 5.6973
H 1.5508 -0.2088 3.9684
*
```

=====

(5)
Density functional theory data (ωB97M-V with the def2-TZVPD basis set) for C23H37CaF5N5O3SSeSi2Te as an isolated structure at a distorted geometry.

The calculation puts the HOMO energy at -9.68 eV. The calculation puts the frontier orbital gap at 0.2263 hartree. Its LUMO energy is -3.52 eV. The value obtained for the energy relative to the best compared isomer or geometry (same formula, charge and spin) is 56.6 kcal per mole.

```
! wB97M-V def2-TZVPD RIJCOSX def2/J DEFGRID3
* xyz 1 1
Ca -0.6628 -0.7849 1.0841
N -3.3481 -0.1973 3.5101
N -2.6028 -0.4819 4.6684
C -1.3499 -0.9084 4.6159
N -0.7361 -1.2585 5.7515
N -0.7742 -1.0154 3.4029
N 0.5338 -1.0168 3.2800
O 0.9589 -1.4800 2.1984
O 1.2832 -0.5165 4.1104
H -2.7910 0.4177 2.9255
H -4.1923 0.2768 3.7969
H -3.1507 -0.7093 5.4813
H -1.2198 -1.2571 6.6316
H 0.2684 -1.3134 5.7429
F -0.6042 -6.3258 -2.9742
C -1.1145 -5.3785 -2.1948
C -2.2472 -4.6844 -2.5909
F -2.8102 -4.9632 -3.7649
C -2.7721 -3.6999 -1.7754
F -3.8548 -3.0388 -2.1962
C -2.2005 -3.3666 -0.5495
Se -2.9562 -2.0646 0.5879
C -1.0574 -4.0739 -0.1976
F -0.4114 -3.7455 0.9401
C -0.5110 -5.0638 -0.9900
F 0.6009 -5.6948 -0.6119
C 2.7587 -0.4016 -3.0087
Si 2.7616 -1.5204 -1.4889
C 3.9051 -2.9927 -1.7405
C 0.9841 -2.1298 -1.2238
C 3.3044 -0.6723 0.1170
Te 1.9539 0.7833 0.9192
C 2.5191 2.3001 -0.5196
Si 3.8284 3.4893 0.1911
C 4.6415 4.4837 -1.1862
C 5.1466 2.5161 1.1268
C 2.8922 4.6153 1.3848
H 2.5712 -1.0096 -3.8966
H 3.7189 0.0978 -3.1555
H 1.9805 0.3625 -2.9642
H 3.6347 -3.5457 -2.6423
H 3.8508 -3.6835 -0.8969
H 4.9449 -2.6774 -1.8471
H 0.7275 -2.9141 -1.9378
H 0.2499 -1.3253 -1.3526
H 0.8885 -2.5598 -0.2205
H 4.2734 -0.1815 0.0138
H 3.4000 -1.4388 0.8887
H 1.6150 2.8446 -0.7963
H 2.8791 1.7788 -1.4058
H 5.1969 3.8444 -1.8747
H 5.3503 5.1919 -0.7511
H 3.9166 5.0569 -1.7667
H 5.7796 1.9407 0.4471
H 4.6907 1.8242 1.8362
H 5.8001 3.1855 1.6889
H 2.2441 5.3117 0.8478
H 3.5743 5.2085 1.9960
H 2.2717 4.0204 2.0607
C -5.5262 0.1989 -3.2836
C -4.5008 0.6908 -2.3090
C -4.8349 0.9021 -0.9719
C -3.9026 1.3653 -0.0649
C -2.6098 1.6288 -0.4928
C -2.2452 1.4038 -1.8156
C -3.1889 0.9344 -2.7125
S -1.3465 2.2399 0.6068
C -2.2783 3.6015 1.3349
O -1.2280 1.2172 1.7327
H -6.5319 0.3012 -2.8812
H -5.3564 -0.8574 -3.4973
H -5.4631 0.7388 -4.2279
H -5.8397 0.6833 -0.6347
H -4.1950 1.5208 0.9667
H -1.2315 1.6111 -2.1411
H -2.9102 0.7627 -3.7448
H -3.1840 3.2231 1.8020
H -2.5198 4.2976 0.5332
H -1.6392 4.0782 2.0762
*
```

=====

(6)
Density functional theory data (ωB97M-V with the def2-TZVPD basis set) for a 5-piece molecular cluster, C16H35BBr2F3N4O4 overall at a distorted geometry.

The calculation puts the HOMO energy at -3.86 eV. The calculation puts the frontier orbital gap at 0.2185 hartree. Its LUMO energy is 2.09 eV. The value obtained for the energy relative to the best compared isomer or geometry (same formula, charge and spin) is 64.9 kcal per mole.

```
! wB97M-V def2-TZVPD RIJCOSX def2/J DEFGRID3
* xyz -1 1
B 4.3340 -0.8535 -1.1649
C 2.8211 -1.4809 -1.5318
C 1.7555 -0.2868 -1.1841
C 0.3006 -0.3964 -1.9251
F -0.2914 0.9927 -1.8706
Br 0.3543 -0.9008 -3.8586
C -0.7901 -1.3784 -1.1865
F -0.3502 -1.9380 0.1119
F -1.2517 -2.4922 -2.0972
Br -2.4678 -0.2797 -0.8135
H 5.0202 -0.7932 -2.1400
H 4.2314 0.2825 -0.8000
H 4.8883 -1.4573 -0.3223
H 2.8830 -1.7881 -2.6597
H 2.7079 -2.4235 -0.8123
H 1.6170 -0.3020 0.0009
H 2.2036 0.7923 -1.4155
C 3.4962 2.9388 -4.5113
C 4.0407 1.6207 -4.0359
O 3.9522 1.2634 -2.8632
N 4.6479 0.8091 -4.9470
C 4.8512 1.0427 -6.3569
H 3.0427 3.4713 -3.6703
H 4.3047 3.5548 -4.9139
H 2.7271 2.7747 -5.2707
H 4.9870 -0.0588 -4.5486
H 4.3609 0.2366 -6.9080
H 5.9255 1.0102 -6.5542
H 4.4498 2.0032 -6.6824
C 4.0533 1.2818 2.1145
C 5.4986 1.0772 1.7550
O 5.8449 0.6890 0.6414
N 6.4407 1.3351 2.7054
C 6.2423 1.7939 4.0596
H 3.4244 1.0351 1.2542
H 3.7769 0.6248 2.9434
H 3.8779 2.3273 2.3814
H 7.3886 1.1732 2.3854
H 6.7751 2.7406 4.1780
H 6.6749 1.0521 4.7353
H 5.1884 1.9363 4.3013
C -7.7532 0.4861 1.0788
C -6.4402 0.2269 0.3943
O -5.4510 0.9286 0.5939
N -6.3621 -0.8229 -0.4713
C -7.3990 -1.7573 -0.8393
H -7.6570 1.3548 1.7366
H -8.5270 0.6996 0.3366
H -8.0357 -0.3773 1.6869
H -5.4456 -0.9304 -0.8905
H -7.0565 -2.7623 -0.5813
H -7.5436 -1.6943 -1.9205
H -8.3431 -1.5530 -0.3328
C -5.3708 -2.8393 4.3410
C -5.7308 -1.4647 4.8317
O -6.7139 -1.2623 5.5411
N -4.9312 -0.4223 4.4693
C -3.7427 -0.4498 3.6504
H -6.1018 -3.5630 4.7131
H -5.3873 -2.8632 3.2482
H -4.3833 -3.1237 4.7140
H -5.2406 0.4689 4.8397
H -2.9136 -0.0561 4.2433
H -3.9094 0.2023 2.7896
H -3.4981 -1.4548 3.3044
*
```

=====

Number 1: energy -364.10161 hartree. Number 2: energy -2345.72521 hartree. Number 3: energy -172.34423 hartree. Number 4: energy -3296.49311 hartree. Number 5: energy -6221.44953 hartree. Number 6: energy -6623.03065 hartree.